(1)
An isolated molecule of C6H10N2 at a distorted geometry, computed with ωB97M-V with the def2-TZVPD basis set.

Values from the calculation:
- ΔE to the lowest compared entry with this formula, charge and spin: 169.6 kcal per mole
- Lowest unoccupied orbital energy: 0.02253 Eh
- HOMO energy: -0.30644 Ha
- SMILES string: [H]/N=C/N/C=C/C1CC1
- Multiplicity: 1
- Orbital gap: 0.3290 Eh
- Total charge: 0

Last column: Mulliken charge in e.
Cartesian coordinates (Å):
C -2.956 -0.115 0.226  -0.02
C -0.691 0.871 -0.244  0.14
C 0.134 -0.185 -0.396  -0.65
C 1.531 -0.375 -0.543  -0.04
C 2.167 -0.742 0.771  -0.43
C 2.919 0.477 -0.137  -0.72
H -3.870 -1.630 -0.454  0.26
H -3.953 0.386 0.477  0.26
H -2.488 2.145 0.037  0.32
H -0.389 2.051 -0.405  0.18
H -0.305 -1.091 0.046  0.27
H 1.708 -0.919 -1.553  0.28
H 1.549 -0.323 1.843  0.25
H 2.579 -1.975 0.650  0.23
H 4.053 0.201 -0.735  0.21
H 2.977 1.450 0.414  0.29
N -2.844 -1.296 -0.210  -0.57
N -2.121 1.070 0.214  -0.27


(2)
A structure of composition C6H10N2 at a distorted geometry, computed with ωB97M-V with the def2-TZVPD basis set.

Values from the calculation:
- ΔE to the lowest compared entry with this formula, charge and spin: 97.6 kcal per mole
- Lowest unoccupied orbital energy: 0.03699 Eh
- HOMO energy: -0.27690 Ha
- Multiplicity: 1
- Orbital gap: 0.3139 Eh
- Total charge: 0

Last column: Mulliken charge in e.
Cartesian coordinates (Å):
C 2.221 -0.475 0.443  -1.35
C -2.474 -0.366 0.412  -1.17
C -0.103 2.003 -0.411  -1.21
N 0.596 -1.637 -1.134  -0.49
C 0.962 -0.529 -0.347  1.14
C -1.011 -0.435 0.055  0.37
C -0.096 0.516 -0.238  0.05
N -0.219 -1.532 0.076  -0.51
H 1.230 -2.423 -0.993  0.35
H 2.878 -1.324 0.234  0.37
H 2.004 -0.453 1.516  0.28
H 2.769 0.440 0.195  0.32
H -2.984 -1.317 0.247  0.32
H -2.585 -0.068 1.460  0.28
H -2.971 0.425 -0.159  0.34
H -1.099 2.427 -0.273  0.31
H 0.582 2.466 0.308  0.31
H 0.299 2.282 -1.391  0.29


(3)
An isolated molecule of C6H10N2 at a distorted geometry, computed with ωB97M-V with the def2-TZVPD basis set.

Values from the calculation:
- ΔE to the lowest compared entry with this formula, charge and spin: 146.0 kcal per mole
- Lowest unoccupied orbital energy: 0.03834 Eh
- HOMO energy: -0.32219 Ha
- SMILES string: C1N[C@@H]2CN[C@H]3[C@@H]1[C@H]32
- Multiplicity: 1
- Orbital gap: 0.3605 Eh
- Total charge: 0

Last column: Mulliken charge in e.
Cartesian coordinates (Å):
C -1.114 -1.342 0.720  -0.56
C 0.582 -0.916 -0.886  -0.36
C 0.898 0.643 -0.788  -0.18
C -0.012 2.000 -0.401  -0.63
C -0.668 0.145 0.511  -0.10
C 0.866 -0.171 0.354  -0.56
H -2.169 -1.611 0.779  0.35
H -0.426 -1.874 1.509  0.24
H -0.460 -2.708 -0.652  0.32
H 1.364 -1.529 -1.268  0.36
H 1.895 0.887 -1.251  0.35
H -0.715 2.501 -1.015  0.32
H 0.753 2.715 0.019  0.33
H 0.067 1.559 1.569  0.31
H -1.005 0.300 -0.560  0.41
H 1.481 -0.348 1.229  0.55
N -0.691 -1.722 -0.759  -0.56
N -0.645 1.471 0.891  -0.60


(4)
A cluster of 2 separate species, C6H10N2 in total at a distorted geometry, computed with ωB97M-V with the def2-TZVPD basis set.

Values from the calculation:
- ΔE to the lowest compared entry with this formula, charge and spin: 154.7 kcal per mole
- Lowest unoccupied orbital energy (spin up / spin down): 0.01082 / 0.01085 Eh
- HOMO energy (spin up / spin down): -0.26479 / -0.26492 Ha
- SMILES string: [H]/N=C\C=C.CC#CN
- Multiplicity: 1
- Orbital gap (spin up / spin down): 0.2756 / 0.2758 Eh
- Total charge: 0

Last column: Mulliken charge in e.
Cartesian coordinates (Å):
C -1.452 1.700 -1.621  -1.12
C -1.146 0.606 0.644  0.32
C -0.828 0.932 -0.526  0.12
N -1.705 0.072 1.730  -0.50
C 0.753 -0.607 -0.707  -0.12
C 1.232 -0.664 0.751  -0.14
C 2.500 -0.544 1.162  -0.87
N 0.082 -1.658 -1.141  -0.76
H -2.494 -0.555 1.650  0.25
H -1.004 -0.301 2.366  0.31
H 0.682 -2.403 -1.492  0.23
H 1.630 -0.261 -1.287  0.44
H 0.541 -1.167 1.421  0.40
H -0.768 2.465 -1.997  0.29
H -1.792 1.026 -2.409  0.30
H -2.337 2.242 -1.284  0.33
H 3.336 -0.266 0.534  0.27
H 2.771 -0.616 2.206  0.25


(5)
An isolated molecule of C6H10N2 at a distorted geometry, computed with ωB97M-V with the def2-TZVPD basis set.

Values from the calculation:
- ΔE to the lowest compared entry with this formula, charge and spin: 98.6 kcal per mole
- Lowest unoccupied orbital energy: 0.03458 Eh
- HOMO energy: -0.32318 Ha
- SMILES string: CC1=NC[C@H]2CCN12
- Multiplicity: 1
- Orbital gap: 0.3578 Eh
- Total charge: 0

Last column: Mulliken charge in e.
Cartesian coordinates (Å):
C -2.370 -0.493 0.004  -0.79
C -1.070 0.329 -0.494  0.49
C 0.492 1.771 -0.080  -0.78
C 1.240 0.612 -0.593  -0.07
C 1.622 -0.418 0.570  -0.48
C 0.652 -1.461 -0.138  -0.61
H -3.203 0.306 0.402  0.30
H -1.967 -1.136 0.939  0.17
H -2.926 -1.340 -0.811  0.25
H 0.858 2.086 0.904  0.34
H 0.425 2.563 -0.751  0.40
H 1.982 0.808 -1.337  0.41
H 2.721 -0.565 0.545  0.36
H 1.020 -0.165 1.672  0.21
H 1.263 -2.242 -0.601  0.33
H 0.021 -1.785 0.631  0.22
N -0.958 1.457 0.188  -0.48
N 0.198 -0.328 -1.050  -0.26


(6)
An isolated molecule of C6H10N2 at a distorted geometry, computed with ωB97M-V with the def2-TZVPD basis set.

Values from the calculation:
- ΔE to the lowest compared entry with this formula, charge and spin: 68.7 kcal per mole
- Lowest unoccupied orbital energy: 0.01471 Eh
- HOMO energy: -0.35050 Ha
- SMILES string: [H]/N=C/C1=NCC1(C)C
- Multiplicity: 1
- Orbital gap: 0.3652 Eh
- Total charge: 0

Last column: Mulliken charge in e.
Cartesian coordinates (Å):
C 0.922 0.665 -0.070  -0.02
C 2.241 0.172 0.101  -0.16
C -0.893 1.643 -0.022  -0.65
C -0.489 0.028 -0.043  1.57
C -0.991 -0.775 -1.194  -1.67
C -0.941 -0.726 1.324  -1.36
N 0.563 1.936 0.040  -0.71
N 2.402 -1.001 -0.304  -0.48
H 2.872 0.897 0.591  0.41
H -1.179 2.126 -0.916  0.35
H -1.628 2.082 0.772  0.22
H -0.356 -1.676 -1.427  0.36
H -0.849 -0.359 -2.215  0.39
H -1.954 -1.127 -1.090  0.44
H -2.062 -0.570 1.249  0.39
H -0.450 -0.254 2.240  0.31
H -0.564 -1.755 1.235  0.37
H 3.355 -1.306 -0.271  0.24


(7)
A structure of composition C6H10N2 at a distorted geometry, computed with ωB97M-V with the def2-TZVPD basis set.

Values from the calculation:
- ΔE to the lowest compared entry with this formula, charge and spin: 57.7 kcal per mole
- Lowest unoccupied orbital energy: 0.02865 Eh
- HOMO energy: -0.35380 Ha
- Multiplicity: 1
- Orbital gap: 0.3825 Eh
- Total charge: 0

Last column: Mulliken charge in e.
Cartesian coordinates (Å):
C 0.915 1.738 -0.288  -1.23
C 0.471 0.265 -0.719  -0.32
C 0.119 -1.680 -0.387  -0.64
C -0.666 -0.340 0.040  1.41
C -0.510 -0.074 1.622  -1.64
C -1.974 -0.049 -0.513  -0.20
H 1.879 1.830 -0.781  0.38
H 0.948 1.709 0.826  0.24
H 0.083 2.337 -0.675  0.34
H 0.196 0.459 -1.753  0.44
H 2.047 -1.039 -1.126  0.30
H 0.128 -2.487 0.436  0.31
H -0.517 -2.012 -1.372  0.30
H -1.268 -0.570 2.125  0.40
H 0.483 -0.512 1.723  0.47
H -0.542 0.975 1.971  0.34
N 1.289 -0.841 -0.436  -0.39
N -3.079 0.291 -0.694  -0.51


(8)
An isolated molecule of C6H10N2 at a distorted geometry, computed with ωB97M-V with the def2-TZVPD basis set.

Values from the calculation:
- ΔE to the lowest compared entry with this formula, charge and spin: 139.5 kcal per mole
- Lowest unoccupied orbital energy: 0.03784 Eh
- HOMO energy: -0.29403 Ha
- SMILES string: C=C1CN[C@H]2C[C@]12N
- Multiplicity: 1
- Orbital gap: 0.3319 Eh
- Total charge: 0

Last column: Mulliken charge in e.
Cartesian coordinates (Å):
C 0.419 -0.769 0.226  0.88
C 1.554 -0.836 -0.710  -0.63
C 0.774 0.356 -0.926  -0.26
C -0.963 1.162 0.330  -0.67
C -1.049 -0.392 0.204  0.05
C -2.193 -0.981 -0.143  -0.94
H 1.617 -1.196 1.788  0.27
H 1.373 0.626 1.461  0.25
H 1.724 -1.519 -1.580  0.24
H 2.606 -0.700 -0.176  0.24
H 0.049 0.341 -1.795  0.20
H 0.640 2.329 -0.633  0.33
H -0.968 1.480 1.412  0.27
H -1.891 1.421 -0.194  0.43
H -2.952 -0.287 -0.333  0.24
H -2.267 -2.068 -0.228  0.29
N 1.049 -0.367 1.421  -0.69
N 0.477 1.402 -0.122  -0.50


(9)
An isolated molecule of C6H10N2 at a distorted geometry, computed with ωB97M-V with the def2-TZVPD basis set.

Values from the calculation:
- ΔE to the lowest compared entry with this formula, charge and spin: 49.9 kcal per mole
- Lowest unoccupied orbital energy: 0.02764 Eh
- HOMO energy: -0.33533 Ha
- SMILES string: [H]/N=C(/C)CC(=C)N=C
- Multiplicity: 1
- Orbital gap: 0.3630 Eh
- Total charge: 0

Last column: Mulliken charge in e.
Cartesian coordinates (Å):
C 1.085 0.550 -0.527  -0.61
C -1.342 1.006 -1.348  -1.18
C 0.756 -0.005 0.838  0.50
C -0.007 0.106 -1.471  0.64
C -1.297 -0.705 1.707  -0.33
C 1.646 -0.581 1.644  -0.99
N -0.577 0.189 1.179  -0.35
N -0.035 -0.920 -2.184  -0.71
H 0.818 -1.486 -2.177  0.24
H 2.071 0.203 -0.845  0.40
H 1.087 1.642 -0.466  0.23
H -2.058 0.531 -2.014  0.35
H -1.888 1.278 -0.449  0.36
H -1.040 1.972 -1.754  0.30
H -0.972 -1.734 1.865  0.30
H -2.300 -0.437 2.022  0.27
H 1.368 -0.962 2.613  0.31
H 2.686 -0.645 1.366  0.29


(10)
An isolated molecule of C6H10N2, computed with ωB97M-V with the def2-TZVPD basis set.

Values from the calculation:
- ΔE to the lowest compared entry with this formula, charge and spin: 97.8 kcal per mole
- Lowest unoccupied orbital energy: 0.02226 Eh
- HOMO energy: -0.28781 Ha
- SMILES string: C=C=C(N)/C(C)=N\C
- Multiplicity: 1
- Orbital gap: 0.3101 Eh
- Total charge: 0

Last column: Mulliken charge in e.
Cartesian coordinates (Å):
C -2.073 -0.462 0.487  -0.84
C 1.009 -2.023 -0.696  -1.21
C 0.254 -0.829 -0.212  0.35
C 0.805 0.371 0.272  0.48
N 2.070 0.609 0.803  -0.55
C -0.529 2.446 -0.623  -0.80
N -1.042 -0.636 -0.521  -0.52
C -0.127 1.295 -0.142  0.22
H 2.287 1.586 0.940  0.26
H 2.301 0.055 1.616  0.22
H -2.591 -1.418 0.630  0.35
H -2.816 0.251 0.125  0.25
H -1.697 -0.122 1.463  0.33
H 2.085 -1.842 -0.713  0.33
H 0.806 -2.895 -0.064  0.30
H 0.664 -2.271 -1.703  0.36
H 0.175 3.186 -0.994  0.25
H -1.583 2.698 -0.668  0.23